# 1
{"formula": "CH2O4", "method": "ωB97M-V with the def2-TZVPD basis set", "e_above_lowest_ev": 2.922, "homo_lumo_gap_ev": [6.9322, 10.3307], "s2": 2.013, "e_tot_ev": -9251.4551, "spin_multiplicity": 3, "species": ["C", "O", "O", "O", "O", "H", "H"], "xyz": [[0.29, 0.09, 0.08], [1.08, 0.99, -0.60], [0.31, 1.40, 0.54], [0.69, -1.01, 0.74], [-0.90, -0.19, -0.62], [0.20, -1.77, 0.27], [-1.68, 0.48, -0.41]]}

---

# 2
{"formula": "C16H19BBrN3O13", "method": "ωB97M-V with the def2-TZVPD basis set", "homo_lumo_gap_ev": 7.4668, "e_tot_ev": -118709.0073, "species": ["C", "C", "O", "O", "C", "O", "C", "N", "C", "C", "N", "C", "N", "C", "C", "O", "C", "C", "O", "C", "Br", "H", "H", "H", "H", "H", "H", "H", "H", "H", "H", "H", "H", "H", "H", "H", "H", "H", "H", "H", "B", "O", "C", "O", "C", "O", "O", "O", "C", "O", "C", "O", "O"], "xyz": [[-2.54, -1.78, 3.64], [-3.01, -2.22, 2.28], [-3.32, -3.37, 2.06], [-3.12, -1.26, 1.27], [-1.96, -1.13, 0.53], [-1.66, -1.93, -0.29], [-1.14, 0.09, 0.89], [0.29, -0.25, 1.16], [1.00, 0.90, 1.82], [1.83, 1.70, 0.84], [2.75, 0.89, 0.03], [2.55, -0.53, 0.14], [3.31, -1.21, -0.90], [4.76, -0.98, -0.72], [5.43, -1.16, 0.62], [5.40, -0.65, -1.67], [3.09, -2.67, -0.92], [3.03, -3.50, 0.34], [2.91, -3.19, -1.99], [1.06, -0.81, -0.03], [0.45, -0.06, -1.67], [-3.25, -1.12, 4.13], [-2.41, -2.67, 4.23], [-1.58, -1.27, 3.60], [-1.26, 0.92, 0.20], [-1.55, 0.46, 1.83], [0.27, -0.99, 1.86], [0.32, 1.50, 2.40], [1.68, 0.45, 2.53], [1.16, 2.28, 0.21], [2.40, 2.43, 1.42], [3.68, 1.16, 0.31], [2.87, -0.89, 1.13], [6.47, -1.37, 0.44], [5.03, -1.96, 1.23], [5.41, -0.23, 1.19], [3.79, -4.27, 0.26], [2.06, -3.96, 0.44], [3.21, -2.92, 1.24], [0.86, -1.87, -0.07], [-3.88, 2.88, -2.77], [-3.98, 1.85, -3.81], [-4.36, 2.42, -4.95], [-4.53, 1.86, -5.99], [-4.52, 3.92, -4.70], [-4.85, 4.74, -5.50], [-4.23, 4.16, -3.42], [-4.77, 2.59, -1.62], [-4.03, 2.48, -0.53], [-4.42, 2.23, 0.57], [-2.57, 2.70, -0.92], [-1.63, 2.67, -0.16], [-2.50, 2.94, -2.20]]}

---

# 3
{"formula": "C8H24ClI2IrP2S", "method": "ωB97M-V with the def2-TZVPD basis set", "e_above_lowest_ev": 10.769, "homo_lumo_gap_ev": [6.0387, 5.2662], "s2": 6.019, "e_tot_ev": -69633.5816, "spin_multiplicity": 5, "charge": 2, "species": ["I", "I", "Ir", "P", "C", "C", "H", "H", "H", "H", "H", "H", "C", "H", "H", "H", "P", "C", "C", "H", "H", "H", "C", "H", "H", "H", "H", "H", "H", "Cl", "C", "S", "C", "H", "H", "H", "H", "H", "H"], "xyz": [[-1.57, 2.35, 1.06], [-1.88, -2.25, 1.00], [1.37, -0.08, -2.25], [-2.14, -0.01, -0.64], [-3.25, 0.07, 0.81], [-2.82, 1.41, -1.59], [-3.89, 1.21, -1.69], [-3.93, -1.21, -1.58], [-2.29, 1.43, -2.54], [-2.37, -1.47, -2.49], [-2.99, 1.03, 1.39], [-2.60, 2.36, -1.05], [-2.87, -1.43, -1.53], [-4.26, -0.08, 0.43], [-2.65, -2.38, -0.96], [-2.93, -0.71, 1.57], [2.83, 0.05, -0.84], [3.74, 0.14, 0.62], [3.20, -1.47, -1.88], [2.45, 1.52, -2.89], [4.13, 1.57, -2.22], [2.75, 2.44, -1.39], [3.09, 1.56, -1.97], [2.63, -1.52, -2.83], [4.24, -1.38, -2.10], [4.81, 0.22, 0.42], [3.47, -0.79, 1.12], [3.00, -2.34, -1.28], [3.33, 1.05, 1.14], [-0.36, 0.18, -3.74], [-0.69, 1.06, 3.17], [0.35, 0.13, 2.08], [0.11, -1.41, 2.95], [-0.56, 2.07, 2.81], [0.02, 0.95, 4.05], [-1.68, 0.65, 3.43], [-0.98, -1.51, 3.07], [0.67, -2.08, 2.37], [0.51, -1.34, 3.96]]}

---

# 4
{"formula": "H2N2O2S", "method": "ωB97M-V with the def2-TZVPD basis set", "e_above_lowest_ev": 4.856, "homo_lumo_gap_ev": [6.9500, 6.9517], "e_tot_ev": -17935.7168, "species": ["N", "N", "O", "O", "S", "H", "H"], "xyz": [[0.75, 1.36, -1.09], [-0.55, -1.07, 0.74], [0.29, -0.49, 1.32], [-1.08, -2.12, 1.01], [-1.23, -0.60, -0.86], [1.45, 0.80, -0.54], [0.38, 2.11, -0.58]]}

---

# 5
{"formula": "C6H13N", "method": "ωB97M-V with the def2-TZVPD basis set", "e_above_lowest_ev": 0.965, "homo_lumo_gap_ev": 9.8899, "smiles": "C=CCCCNC", "e_tot_ev": -7921.8682, "species": ["C", "C", "C", "C", "C", "N", "C", "H", "H", "H", "H", "H", "H", "H", "H", "H", "H", "H", "H", "H"], "xyz": [[-1.36, -0.33, 2.88], [-0.40, 0.31, 2.24], [0.80, -0.37, 1.65], [1.20, 0.14, 0.26], [0.18, -0.26, -0.82], [0.16, 0.74, -1.91], [-0.31, 0.21, -3.18], [-2.23, 0.12, 3.35], [-1.28, -1.41, 2.96], [-0.47, 1.39, 2.12], [1.63, -0.23, 2.35], [0.61, -1.45, 1.60], [1.29, 1.23, 0.29], [2.15, -0.32, 0.01], [-0.81, -0.35, -0.34], [0.43, -1.22, -1.27], [-0.44, 1.51, -1.61], [0.31, -0.66, -3.42], [-1.38, 0.00, -3.21], [-0.08, 0.94, -3.96]]}

---

# 6
{"formula": "C31H32BIrN5O2PS6Sb", "method": "ωB97M-V with the def2-TZVPD basis set", "e_above_lowest_ev": 4.322, "homo_lumo_gap_ev": [3.7276, 3.7643], "s2": 0.759, "e_tot_ev": -128567.4979, "spin_multiplicity": 2, "charge": -2, "species": ["Ir", "S", "Sb", "S", "S", "S", "C", "N", "C", "C", "N", "B", "N", "C", "C", "N", "C", "C", "S", "C", "S", "H", "H", "H", "H", "H", "H", "H", "H", "H", "H", "H", "H", "O", "P", "C", "C", "C", "C", "C", "C", "C", "C", "C", "C", "C", "C", "C", "C", "C", "C", "C", "C", "H", "H", "H", "H", "H", "H", "H", "H", "H", "H", "H", "H", "H", "H", "H", "O", "N", "C", "C", "C", "C", "C", "H", "H", "H", "H", "H"], "xyz": [[0.33, 0.51, 0.23], [0.34, -5.86, 1.13], [1.15, -5.21, -0.96], [0.95, -0.99, -1.50], [2.16, -2.52, -0.94], [-0.70, -5.32, -2.36], [-1.36, 5.22, -1.88], [-1.18, 4.85, -0.49], [-1.65, 5.58, 0.59], [-1.44, 4.82, 1.68], [-0.85, 3.63, 1.29], [-0.82, 2.38, 2.24], [0.38, 2.44, 3.22], [0.26, 2.66, 4.58], [1.49, 2.72, 5.12], [2.39, 2.52, 4.07], [3.82, 2.61, 4.14], [1.69, 2.35, 2.90], [2.39, 2.06, 1.41], [-0.69, 3.65, -0.06], [0.10, 2.58, -1.11], [-1.26, 6.30, -1.98], [-2.35, 4.91, -2.23], [-0.60, 4.72, -2.47], [-2.09, 6.55, 0.47], [-1.65, 5.01, 2.72], [-1.82, 2.40, 2.93], [-0.79, 1.39, 1.54], [-0.71, 2.73, 5.04], [1.82, 2.83, 6.14], [4.14, 2.46, 5.18], [4.17, 3.58, 3.79], [4.25, 1.84, 3.50], [-1.97, 0.31, -0.89], [-3.44, 0.16, -1.04], [-4.37, 1.55, -0.32], [-4.70, 2.65, -1.10], [-5.18, 3.81, -0.51], [-5.32, 3.89, 0.87], [-4.97, 2.80, 1.65], [-4.48, 1.64, 1.07], [-3.92, 0.15, -2.78], [-5.26, -0.03, -3.14], [-5.62, -0.01, -4.48], [-4.65, 0.18, -5.46], [-3.32, 0.34, -5.09], [-2.96, 0.32, -3.76], [-4.08, -1.36, -0.32], [-3.32, -2.50, -0.54], [-3.75, -3.72, -0.04], [-4.93, -3.80, 0.68], [-5.70, -2.66, 0.90], [-5.29, -1.44, 0.39], [-4.59, 2.59, -2.18], [-5.45, 4.66, -1.13], [-5.68, 4.80, 1.33], [-5.06, 2.86, 2.73], [-4.18, 0.80, 1.68], [-6.01, -0.19, -2.37], [-6.66, -0.16, -4.76], [-4.94, 0.19, -6.50], [-2.57, 0.49, -5.86], [-1.92, 0.44, -3.45], [-2.39, -2.44, -1.10], [-3.15, -4.61, -0.21], [-5.24, -4.75, 1.09], [-6.62, -2.72, 1.47], [-5.89, -0.55, 0.55], [0.88, -0.57, 2.11], [0.51, -1.67, 2.71], [0.96, -2.86, 2.32], [0.64, -4.00, 3.03], [-0.14, -3.91, 4.17], [-0.62, -2.67, 4.54], [-0.30, -1.56, 3.79], [1.55, -2.85, 1.40], [1.00, -4.95, 2.67], [-0.40, -4.80, 4.72], [-1.26, -2.54, 5.40], [-0.63, -0.55, 3.99]]}

---

# 7
{"formula": "C7H13BrNS", "method": "ωB97M-V with the def2-TZVPD basis set", "e_above_lowest_ev": 0.000, "homo_lumo_gap_ev": [8.1261, 5.9568], "e_tot_ev": -89829.3839, "charge": 1, "species": ["C", "C", "C", "C", "C", "C", "C", "N", "S", "Br", "H", "H", "H", "H", "H", "H", "H", "H", "H", "H", "H", "H", "H"], "xyz": [[0.85, 0.01, -1.50], [0.44, -1.72, 0.26], [-1.40, -0.21, -0.48], [1.29, 0.94, -0.36], [0.76, -0.70, 1.36], [-0.17, -0.99, -0.94], [-0.97, 0.74, 0.57], [0.46, 0.67, 0.85], [-1.93, 1.22, 1.92], [-1.09, 3.38, -0.96], [0.40, 0.58, -2.30], [1.71, -0.52, -1.90], [1.35, -2.23, -0.06], [-0.25, -2.47, 0.62], [-1.85, 0.32, -1.33], [-2.17, -0.89, -0.10], [2.33, 0.79, -0.09], [1.14, 1.98, -0.64], [0.15, -0.87, 2.25], [1.81, -0.73, 1.66], [-0.44, -1.70, -1.71], [0.69, 1.37, 1.56], [-3.11, 1.03, 1.33]]}

---

# 8
{"formula": "C4H7Cl2NSi", "method": "ωB97M-V with the def2-TZVPD basis set", "e_above_lowest_ev": 3.470, "homo_lumo_gap_ev": [6.8978, 7.3482], "e_tot_ev": -38673.7457, "species": ["C", "C", "C", "C", "N", "Si", "Cl", "Cl", "H", "H", "H", "H", "H", "H", "H"], "xyz": [[0.84, 0.45, -2.26], [0.26, 1.08, 1.68], [-0.55, 0.24, -2.37], [0.58, -0.30, 1.10], [2.00, 0.52, -2.15], [-0.91, -1.15, 0.26], [-0.75, -3.16, -0.13], [-2.66, -0.89, 1.18], [-0.44, 0.95, 2.42], [1.29, 1.56, 1.99], [0.09, 1.75, 0.95], [-0.73, -0.80, -2.65], [-1.32, 1.00, -2.31], [0.85, -0.91, 1.89], [1.45, -0.35, 0.41]]}